(1)
Formula: C4H4O3
Source: the OMol25 dataset
Level of theory: ωB97M-V with the def2-TZVPD basis set

Properties
Strongest force on any atom (eV/A): 0.8
HOMO (eV): -9.233

```
11
Properties=species:S:1:pos:R:3:forces:R:3
O -0.343 2.066 -1.085 -0.2 -0.7 0.4
C -0.493 1.062 -0.473 0.2 0.5 -0.2
O -1.627 0.225 -0.640 0.0 -0.4 0.1
C -2.026 -0.464 0.425 -0.1 -0.1 -0.4
C 0.391 0.289 0.454 0.0 0.1 0.1
C 1.535 -0.476 -0.049 0.2 -0.2 -0.1
O 1.683 0.691 0.753 0.3 0.2 0.0
H -2.383 -1.415 -0.024 -0.6 0.2 -0.1
H -0.242 -0.132 1.245 0.4 0.1 0.1
H 1.862 -0.359 -1.080 -0.1 0.0 0.1
H 1.777 -1.428 0.426 0.0 0.2 0.0
```
Positions in Å, forces in eV/Å.

Charges obtained by Mulliken population analysis, quoted in units of e: atom 1 (O): -0.448, atom 2 (C): 0.460, atom 3 (O): -0.199, atom 4 (C): -0.278, atom 5 (C): -0.001, atom 6 (C): -0.271, atom 7 (O): -0.413, atom 8 (H): 0.139, atom 9 (H): 0.528, atom 10 (H): 0.237, atom 11 (H): 0.247

(2)
Formula: C4H4O3
Source: the OMol25 dataset
Level of theory: ωB97M-V with the def2-TZVPD basis set

Properties
Strongest force on any atom (eV/A): 0.9
HOMO (eV): -9.339

```
11
Properties=species:S:1:pos:R:3:forces:R:3
C -1.664 0.339 -0.492 0.0 0.0 0.0
C -0.800 -0.759 0.054 -0.6 -0.6 -0.1
O -0.985 -1.935 0.064 0.1 0.7 0.0
C 0.904 -0.146 0.138 0.2 0.1 0.4
O 0.164 -0.163 1.172 0.3 0.0 -0.3
C 2.358 0.150 0.296 0.1 0.4 0.0
O 2.767 1.288 0.305 -0.2 -0.5 0.0
H -2.605 0.332 0.067 0.1 0.0 -0.1
H -1.883 0.112 -1.538 0.0 0.0 0.1
H -1.197 1.320 -0.416 0.0 -0.2 0.0
H 3.024 -0.736 0.306 0.0 0.1 0.0
```
Positions in Å, forces in eV/Å.

Charges obtained by Mulliken population analysis, quoted in units of e: atom 1 (C): -0.902, atom 2 (C): 1.090, atom 3 (O): -0.527, atom 4 (C): -0.116, atom 5 (O): -0.230, atom 6 (C): -0.079, atom 7 (O): -0.421, atom 8 (H): 0.295, atom 9 (H): 0.270, atom 10 (H): 0.327, atom 11 (H): 0.294

(3)
Formula: C4H4O3
Source: the OMol25 dataset
Level of theory: ωB97M-V with the def2-TZVPD basis set

Properties
Strongest force on any atom (eV/A): 4.3
HOMO (spin up / spin down) (eV): -8.752 / -8.752

```
11
Properties=species:S:1:pos:R:3:forces:R:3
C 1.817 0.262 -0.052 0.3 -0.5 -1.4
C 1.216 -0.848 0.628 -0.4 1.3 1.5
C 0.662 -0.261 -0.859 -2.4 1.0 1.6
C -1.204 0.660 -0.092 2.4 -3.6 -0.2
O 2.493 1.233 0.011 0.2 0.5 0.4
O 0.702 -1.593 -0.391 -0.2 -0.8 -1.0
O -2.064 -0.411 0.166 2.1 2.6 1.5
H 0.588 -0.610 1.505 0.3 -0.7 -0.3
H -1.399 1.265 -0.912 -0.6 1.0 -1.2
H -0.558 1.046 0.679 -1.0 0.2 0.7
H -2.253 -0.744 -0.684 -0.7 -0.9 -1.6
```
Positions in Å, forces in eV/Å.

Charges obtained by Mulliken population analysis, quoted in units of e: atom 1 (C): 0.634, atom 2 (C): -0.128, atom 3 (C): -0.193, atom 4 (C): -0.477, atom 5 (O): -0.499, atom 6 (O): -0.196, atom 7 (O): -0.413, atom 8 (H): 0.177, atom 9 (H): 0.331, atom 10 (H): 0.421, atom 11 (H): 0.343

(4)
Formula: C4H4O3
Source: the OMol25 dataset
Level of theory: ωB97M-V with the def2-TZVPD basis set

Properties
Strongest force on any atom (eV/A): 4.5
SMILES string: O=CC1(C=O)CO1
HOMO (eV): -9.237

```
11
Properties=species:S:1:pos:R:3:forces:R:3
O -0.360 1.904 0.575 -4.5 -0.1 0.1
C -0.821 1.109 -0.236 -2.0 1.3 2.4
C -0.208 -0.232 -0.108 0.0 1.0 -0.4
C 1.114 0.461 -0.488 3.4 0.1 1.3
O 1.504 1.501 0.006 2.4 -2.4 -2.1
C -0.448 -1.432 0.720 0.2 0.3 0.0
O -0.567 -1.453 -0.705 0.0 0.2 -0.2
H -1.402 1.429 -1.110 0.0 -0.2 -0.2
H 1.709 -0.015 -1.250 0.3 -0.7 -0.5
H 0.386 -2.010 1.127 -0.1 0.3 -0.2
H -1.391 -1.527 1.266 0.3 0.2 -0.2
```
Positions in Å, forces in eV/Å.

Charges obtained by Mulliken population analysis, quoted in units of e: atom 1 (O): -0.409, atom 2 (C): -0.230, atom 3 (C): 0.703, atom 4 (C): -0.174, atom 5 (O): -0.408, atom 6 (C): -0.168, atom 7 (O): -0.469, atom 8 (H): 0.315, atom 9 (H): 0.411, atom 10 (H): 0.213, atom 11 (H): 0.216

(5)
Formula: C4H4O3
Source: the OMol25 dataset
Level of theory: ωB97M-V with the def2-TZVPD basis set

Properties
Strongest force on any atom (eV/A): 0.6
SMILES string: CC(=O)C(=O)C=O
HOMO (eV): -9.865

```
11
Properties=species:S:1:pos:R:3:forces:R:3
C -1.657 0.235 -0.459 -0.2 0.0 0.0
C -0.375 -0.533 -0.387 -0.1 -0.2 -0.4
O -0.050 -1.438 -1.122 -0.1 0.4 0.4
C 0.598 -0.184 0.741 -0.1 0.0 0.6
O 0.269 -0.169 1.904 0.1 0.0 -0.6
C 2.034 0.146 0.350 0.3 0.2 -0.5
O 2.250 0.864 -0.594 -0.1 -0.4 0.5
H -2.067 0.384 0.543 0.1 0.0 -0.1
H -2.380 -0.279 -1.092 0.1 0.0 0.0
H -1.455 1.225 -0.889 0.0 -0.1 0.1
H 2.832 -0.250 1.005 -0.1 0.1 0.0
```
Positions in Å, forces in eV/Å.

Charges obtained by Mulliken population analysis, quoted in units of e: atom 1 (C): -1.069, atom 2 (C): 0.727, atom 3 (O): -0.505, atom 4 (C): 0.454, atom 5 (O): -0.488, atom 6 (C): 0.023, atom 7 (O): -0.420, atom 8 (H): 0.341, atom 9 (H): 0.302, atom 10 (H): 0.295, atom 11 (H): 0.340

(6)
Formula: C4H4O3
Source: the OMol25 dataset
Level of theory: ωB97M-V with the def2-TZVPD basis set

Properties
Strongest force on any atom (eV/A): 0.6
SMILES string: O=CC(C=O)=CO
HOMO (eV): -10.069

```
11
Properties=species:S:1:pos:R:3:forces:R:3
O -1.167 -1.849 0.158 0.3 0.3 0.4
C -0.050 -1.346 0.174 -0.2 -0.1 0.0
C 0.198 0.066 -0.097 -0.2 0.1 0.0
C 1.475 0.500 -0.673 0.1 0.3 0.0
O 1.781 1.651 -0.905 -0.1 -0.4 0.1
C -0.771 0.980 0.204 0.1 0.0 0.0
O -1.946 0.695 0.719 0.1 -0.2 -0.1
H 0.814 -1.964 0.479 0.1 0.0 -0.4
H 2.162 -0.334 -0.936 0.0 0.2 0.1
H -0.603 2.046 0.063 0.1 -0.2 0.0
H -2.035 -0.285 0.748 -0.1 0.1 -0.1
```
Positions in Å, forces in eV/Å.

Charges obtained by Mulliken population analysis, quoted in units of e: atom 1 (O): -0.577, atom 2 (C): -0.005, atom 3 (C): 0.327, atom 4 (C): -0.105, atom 5 (O): -0.508, atom 6 (C): -0.084, atom 7 (O): -0.484, atom 8 (H): 0.323, atom 9 (H): 0.295, atom 10 (H): 0.420, atom 11 (H): 0.397

(7)
Formula: C4H4O3
Source: the OMol25 dataset
Level of theory: ωB97M-V with the def2-TZVPD basis set

Properties
Strongest force on any atom (eV/A): 4.9
SMILES string: O=C=C=O.C=CO
HOMO (spin up / spin down) (eV): -8.826 / -8.763

```
11
Properties=species:S:1:pos:R:3:forces:R:3
O 1.698 -0.612 -1.881 -1.4 -0.3 0.7
C 0.674 -1.179 -1.823 1.9 0.3 -1.8
C -0.516 -1.641 -1.247 -0.5 -1.0 -0.1
O -1.251 -2.518 -1.568 -0.1 0.6 0.6
C -0.862 1.036 1.602 1.1 0.0 -0.8
C -0.286 0.553 0.473 2.7 2.9 2.8
O 1.086 0.114 0.723 -1.9 -0.5 -0.5
H -1.356 1.991 1.628 -1.4 -0.4 -0.6
H -0.404 0.860 2.562 0.1 -0.7 0.1
H -0.437 1.156 -0.420 -0.1 -0.8 -0.5
H 1.653 0.239 -0.049 -0.5 -0.1 0.0
```
Positions in Å, forces in eV/Å.

Charges obtained by Mulliken population analysis, quoted in units of e: atom 1 (O): -0.356, atom 2 (C): 0.634, atom 3 (C): 0.061, atom 4 (O): -0.330, atom 5 (C): -0.669, atom 6 (C): 0.007, atom 7 (O): -0.509, atom 8 (H): 0.239, atom 9 (H): 0.279, atom 10 (H): 0.316, atom 11 (H): 0.329

(8)
Formula: C4H4O3
Source: the OMol25 dataset
Level of theory: ωB97M-V with the def2-TZVPD basis set

Properties
Strongest force on any atom (eV/A): 0.6
SMILES string: CC(=O)C(=O)C=O
HOMO (eV): -9.782

```
11
Properties=species:S:1:pos:R:3:forces:R:3
C -1.766 0.163 -0.194 -0.1 0.0 -0.1
C -0.402 -0.426 -0.410 -0.1 -0.2 -0.3
O -0.115 -1.246 -1.250 -0.1 0.3 0.4
C 0.688 0.004 0.583 -0.1 0.1 0.5
O 0.435 0.301 1.728 0.1 -0.2 -0.6
C 2.136 0.041 0.095 0.3 0.1 -0.5
O 2.419 0.334 -1.037 -0.1 -0.1 0.6
H -2.060 0.047 0.854 0.1 0.0 -0.1
H -2.486 -0.322 -0.854 0.1 0.1 0.1
H -1.739 1.239 -0.403 0.0 -0.1 0.0
H 2.889 -0.134 0.887 -0.1 0.0 -0.1
```
Positions in Å, forces in eV/Å.

Charges obtained by Mulliken population analysis, quoted in units of e: atom 1 (C): -1.051, atom 2 (C): 0.711, atom 3 (O): -0.490, atom 4 (C): 0.493, atom 5 (O): -0.481, atom 6 (C): -0.050, atom 7 (O): -0.404, atom 8 (H): 0.318, atom 9 (H): 0.309, atom 10 (H): 0.306, atom 11 (H): 0.340

(9)
Formula: C4H4O3
Source: the OMol25 dataset
Level of theory: ωB97M-V with the def2-TZVPD basis set

Properties
Strongest force on any atom (eV/A): 1.6
HOMO (eV): -10.139

```
11
Properties=species:S:1:pos:R:3:forces:R:3
O -1.483 -2.110 2.102 0.2 1.0 -0.6
C -1.260 -1.125 1.585 -0.8 -1.1 0.9
O 1.029 -1.656 0.493 0.2 0.5 0.2
C 1.139 -0.454 0.514 0.0 -0.4 0.1
C 0.489 0.450 -0.474 0.5 -0.3 -0.5
C -0.780 0.921 -1.025 -0.1 -0.2 -0.2
O 0.114 1.797 -0.325 0.2 0.0 0.1
H 1.316 0.270 -1.187 -0.4 0.6 -0.8
H 1.979 0.066 1.023 -0.2 -0.2 0.3
H -1.777 0.824 -0.593 0.5 -0.3 0.2
H -0.765 1.016 -2.112 -0.1 0.3 0.2
```
Positions in Å, forces in eV/Å.

Charges obtained by Mulliken population analysis, quoted in units of e: atom 1 (O): -0.180, atom 2 (C): 0.147, atom 3 (O): -0.453, atom 4 (C): -0.210, atom 5 (C): 0.266, atom 6 (C): -0.147, atom 7 (O): -0.419, atom 8 (H): 0.228, atom 9 (H): 0.305, atom 10 (H): 0.251, atom 11 (H): 0.213

(10)
Formula: C4H4O3
Source: the OMol25 dataset
Level of theory: ωB97M-V with the def2-TZVPD basis set

Properties
Strongest force on any atom (eV/A): 0.4
HOMO (eV): -9.221

```
11
Properties=species:S:1:pos:R:3:forces:R:3
O -0.485 -1.418 -0.595 -0.1 -0.1 0.0
C 0.688 -0.639 -0.747 0.3 -0.1 0.0
C -0.047 -0.645 0.485 -0.1 0.1 0.0
C -0.696 0.060 1.551 -0.1 0.2 0.0
O 0.206 -1.076 1.758 0.1 -0.2 0.0
C 0.134 1.557 -1.282 0.1 -0.2 -0.3
O 0.604 0.406 -1.697 -0.2 0.3 0.1
H 1.609 -1.192 -0.906 -0.1 0.0 0.1
H -0.311 1.023 1.872 0.0 -0.1 0.0
H -1.739 -0.158 1.767 0.1 0.0 0.0
H 0.158 2.152 -2.226 0.0 0.0 0.2
```
Positions in Å, forces in eV/Å.

Charges obtained by Mulliken population analysis, quoted in units of e: atom 1 (O): -0.443, atom 2 (C): 0.303, atom 3 (C): 0.288, atom 4 (C): -0.141, atom 5 (O): -0.461, atom 6 (C): -0.334, atom 7 (O): -0.259, atom 8 (H): 0.414, atom 9 (H): 0.207, atom 10 (H): 0.234, atom 11 (H): 0.193